A structure of composition AlH10O5, computed with ωB97M-V with the def2-TZVPD basis set.

The calculation puts the energy above the lowest of the compared OMol25 structures with the same formula, charge and spin at 7.058 eV. The calculation puts the electronic energy at -623.1914 hartree. The calculation puts the HOMO energy at -0.9001 Ha.

Geometry as ORCA input:
```
! RIJCOSX wB97M-V def2-TZVPD def2/J DEFGRID3
* xyz 3 1
Al -0.702 0.040 -1.442
O 0.181 -2.683 -1.354
O 1.133 2.186 -1.424
O -0.757 1.970 0.719
O 1.038 -0.233 0.846
O -1.751 -1.228 0.893
H 1.217 0.396 1.565
H -2.227 -2.072 1.027
H -1.896 -0.722 1.712
H 0.398 -3.210 -0.560
H 2.017 1.981 -1.061
H -0.078 2.619 0.977
H 1.848 -0.774 0.776
H -1.491 2.112 1.347
H -0.208 -3.322 -1.987
H 1.277 2.940 -2.036
*
```

---

A structure of composition AlH4O2, computed with ωB97M-V with the def2-TZVPD basis set.

The calculation puts the energy above the lowest of the compared OMol25 structures with the same formula, charge and spin at 3.381 eV. The calculation puts the electronic energy at -393.6190 hartree. The calculation puts the HOMO energy at -0.9957 Ha.

Geometry as ORCA input:
```
! RIJCOSX wB97M-V def2-TZVPD def2/J DEFGRID3
* xyz 3 1
Al 0.878 0.417 -1.506
O 0.207 -2.228 -0.426
O -0.488 2.150 0.464
H -0.800 1.906 1.335
H 0.429 -2.236 0.505
H 0.495 -3.082 -0.748
H -0.720 3.074 0.376
*
```

---

A structure of composition AlH5NO3Si2, computed with ωB97M-V with the def2-TZVPD basis set.

The calculation puts the electronic energy at -1103.2827 hartree. The calculation puts the HOMO energy at -0.8743 Ha.

Geometry as ORCA input:
```
! RIJCOSX wB97M-V def2-TZVPD def2/J DEFGRID3
* xyz 3 1
Si 0.848 0.625 -0.402
Si -2.028 -0.091 -0.263
Al 0.245 1.158 2.475
O 3.077 -1.415 0.064
O -0.787 1.136 -0.151
O 1.030 -1.097 -0.584
N 1.982 -1.553 0.345
H 1.406 1.352 -1.547
H -2.645 -0.118 -1.621
H -1.599 -1.412 0.212
H -3.139 0.351 0.654
H 1.610 1.065 0.819
*
```

---

So what do the calculations give for LUMO? Going down the list: -19.72; -23.46; -20.51 eV.
So what do the calculations give for gap between HOMO and LUMO? Going down the list: 4.8; 3.6; 3.3 eV.